Density functional theory data (the ωB97M-V functional and the def2-TZVPD basis) for an isolated molecule of C4H10 at a distorted geometry.

Each line ends with the Mulliken charge.
Cartesian coordinates (Å):
C 1.127 -1.346 -0.120  -0.996
C -0.212 1.366 0.766  -1.096
C -0.311 -0.982 -0.379  -0.477
C -0.553 0.600 -0.482  -0.414
H 1.073 -2.420 0.109  0.297
H 1.735 -0.970 0.737  0.306
H 1.729 -1.137 -1.030  0.288
H 0.855 1.479 0.867  0.288
H -0.734 2.313 0.969  0.331
H -0.541 0.773 1.615  0.281
H -0.962 -1.298 0.392  0.356
H -0.837 -1.475 -1.278  0.268
H 0.147 0.927 -1.302  0.260
H -1.601 0.855 -0.680  0.308

Values from the calculation:
- F_max (eV/A) = 3.178
- HOMO energy (eV) = -10.6824
- molecular weight (g/mol) = 58.1
- SMILES = CCCC
- ΔE to the lowest compared entry with this formula, charge and spin (kcal per mole) = 17.8
- spin multiplicity = 1


Density functional theory data (the ωB97M-V functional and the def2-TZVPD basis) for an isolated molecule of C4H7NS2 at a distorted geometry.

Each line ends with the Mulliken charge.
Cartesian coordinates (Å):
C 1.125 -0.730 0.088  -0.653
C 1.357 -0.984 1.381  -0.458
C -0.050 0.211 -0.134  0.785
C -1.045 -0.230 -1.160  -1.238
N -0.542 0.592 1.130  -0.325
S 0.349 0.036 2.435  -0.084
S 0.691 1.800 -0.874  -0.293
H 1.562 -1.135 -0.799  0.445
H 2.286 -1.277 1.780  0.396
H -1.135 0.454 -1.930  0.382
H -2.001 -0.509 -0.670  0.343
H -0.553 -1.119 -1.588  0.287
H -1.616 0.508 1.344  0.307
H -0.428 2.382 -1.003  0.107

Values from the calculation:
- F_max (eV/A) = 4.540
- HOMO energy (eV) = -7.6113
- molecular weight (g/mol) = 133.2
- SMILES = C[C@]1(S)C=CSN1
- ΔE to the lowest compared entry with this formula, charge and spin (kcal per mole) = 42.1
- spin multiplicity = 1


Density functional theory data (the ωB97M-V functional and the def2-TZVPD basis) for a structure of composition C12H11Cl3MgO2 at a distorted geometry.

Each line ends with the Mulliken charge.
Cartesian coordinates (Å):
C -2.706 -1.568 -0.176  -0.843
C -1.832 -1.747 -1.299  -0.397
C -1.382 -0.469 -1.712  -0.267
H -1.572 -2.692 -1.773  0.333
C -1.933 0.509 -0.855  -0.430
C -2.791 -0.153 0.084  -0.676
H -3.474 0.326 0.784  0.472
H -3.239 -2.352 0.366  0.388
H -0.775 -0.264 -2.592  0.435
H -1.779 1.579 -0.949  0.318
Mg -0.951 -0.998 1.221  0.620
Cl -0.084 -3.074 1.000  -0.704
C 2.667 -0.265 -0.281  -0.609
C 2.432 0.993 -0.922  -0.441
C 2.153 0.736 -2.296  -0.571
H 2.431 1.963 -0.429  0.350
C 2.292 -0.669 -2.529  -0.621
C 2.576 -1.290 -1.274  -0.503
H 2.691 -2.356 -1.093  0.356
H 2.867 -0.413 0.777  0.455
H 1.912 1.482 -3.050  0.355
H 2.198 -1.171 -3.487  0.370
Cl 0.692 3.458 2.339  -0.175
C -0.105 2.175 3.291  0.104
Cl -1.661 2.680 3.947  -0.203
C -0.324 0.891 2.465  0.879
O -0.714 -0.157 3.105  -0.738
O -0.155 0.894 1.205  -0.540
H 0.567 1.952 4.133  0.282

Values from the calculation:
- F_max (eV/A) = 2.896
- charge = -2
- HOMO energy (eV) = 0.2483
- molecular weight (g/mol) = 317.9
- spin multiplicity = 1


Density functional theory data (the ωB97M-V functional and the def2-TZVPD basis) for an isolated molecule of CH4N2O2S at a distorted geometry.

Each line ends with the Mulliken charge.
Cartesian coordinates (Å):
C -0.235 -0.405 -0.073  0.386
N 0.503 -1.517 0.000  -0.404
N 0.237 0.916 -0.302  -0.226
O -2.323 0.990 0.081  -0.669
O 1.516 1.422 -0.054  -0.393
S -1.910 -0.434 -0.077  0.115
H 1.455 -1.651 -0.393  0.260
H -0.201 -2.280 0.140  0.206
H -0.685 1.552 -0.279  0.375
H 1.644 1.408 0.957  0.351

Values from the calculation:
- F_max (eV/A) = 4.404
- HOMO energy (eV) = -7.7458
- molecular weight (g/mol) = 108.1
- ΔE to the lowest compared entry with this formula, charge and spin (kcal per mole) = 68.1
- spin multiplicity = 1


Question: Which of these has the highest F_max?
Answer: C4H7NS2


Question: The highest molecular weight belongs to which entry?
Answer: C12H11Cl3MgO2